A molecular structure, C21H24F3I2O6P2S2Tc in a non-equilibrium geometry. Source: the OMol25 dataset; level of theory: ωB97M-V/def2-TZVPD.

E_LUMO (alpha / beta)	-4.3 / -3.9	eV
Kohn-Sham gap (alpha / beta)	6.56 / 6.98	eV
<S²>	0.86
charge	+1
spin multiplicity	2

Last column: Mulliken charge in e.
Geometry (Å):
Tc 1.493 -1.088 0.056  -0.618
O 1.092 1.943 1.035  -0.578
S 2.372 1.047 1.578  1.824
O 3.051 1.985 2.374  -0.696
O 2.877 0.587 0.289  -0.613
C 1.295 -0.144 2.406  -0.005
C 0.120 0.362 2.996  -1.073
C -0.701 -0.512 3.665  -0.707
C -0.401 -1.877 3.758  -0.818
C 0.754 -2.372 3.205  -0.906
C 1.619 -1.493 2.528  0.670
S 3.322 -1.932 2.175  1.575
O 3.913 -0.625 2.344  -0.628
O 3.832 -2.985 2.984  -0.654
O 3.168 -2.325 0.737  -0.341
H -0.112 1.414 2.946  0.670
H -1.589 -0.132 4.153  0.479
H -1.065 -2.532 4.307  0.493
H 1.052 -3.404 3.333  0.701
C 1.617 -3.756 -1.987  -1.317
P 0.587 -3.141 -0.624  1.319
C 0.502 -4.549 0.506  -1.417
C -1.088 -2.967 -1.330  -0.905
C -1.159 -1.738 -2.236  -1.009
P -1.343 -0.097 -1.471  1.388
C -2.938 -0.236 -0.613  -1.523
C -1.523 0.949 -2.935  -1.325
H 1.208 -4.687 -2.384  0.414
H 2.619 -3.940 -1.597  0.261
H 1.705 -3.037 -2.802  0.376
H 0.213 -5.462 -0.016  0.508
H -0.220 -4.344 1.296  0.327
H 1.485 -4.691 0.957  0.376
H -1.793 -2.898 -0.499  0.267
H -1.357 -3.860 -1.900  0.587
H -2.028 -1.810 -2.899  0.441
H -0.289 -1.678 -2.897  0.482
H -3.757 0.002 -1.292  0.408
H -2.980 0.415 0.256  0.472
H -3.075 -1.256 -0.256  0.452
H -2.387 0.623 -3.515  0.488
H -0.625 0.828 -3.542  0.422
H -1.633 1.998 -2.679  0.323
I 6.826 -2.555 0.567  -0.009
I 5.925 -4.729 -0.646  -0.063
F -1.403 7.509 -1.823  -0.273
C -2.291 6.624 -1.362  0.846
F -3.225 6.447 -2.313  -0.255
F -2.906 7.173 -0.304  -0.243
C -1.648 5.312 -0.994  0.350
C -0.271 5.174 -0.949  -1.020
C 0.288 3.962 -0.581  -0.506
C -0.520 2.866 -0.282  0.767
C -1.902 3.025 -0.314  -0.042
C -2.466 4.240 -0.663  -1.093
C 0.163 1.585 0.080  0.069
C -0.025 0.327 -0.389  0.282
H 0.371 6.008 -1.195  0.477
H 1.364 3.864 -0.538  0.515
H -2.568 2.227 -0.031  0.172
H -3.542 4.356 -0.673  0.436

***

A molecular structure, C21H24F6InN3O10S3Si. Source: the OMol25 dataset; level of theory: ωB97M-V/def2-TZVPD.

relative energy (zero: lowest compared OMol25 entry of this formula, charge and spin)	73.40	kJ/mol
E_LUMO	4.0	eV
Kohn-Sham gap	7.23	eV
charge	-2

Last column: Mulliken charge in e.
Geometry (Å):
In 0.110 -0.586 1.126  1.866
N -0.050 -0.324 3.464  -0.182
C 1.168 -0.883 4.052  -0.467
C 2.343 -0.939 3.052  0.728
O 3.397 -1.396 3.469  -0.812
O 2.123 -0.502 1.863  -0.672
H -0.064 0.689 3.566  0.104
H -0.903 -0.682 3.872  0.242
H 0.983 -1.905 4.386  0.265
H 1.514 -0.309 4.914  0.342
C -1.761 2.511 -6.930  -1.464
C -1.070 2.059 -5.670  1.145
C -0.927 0.705 -5.382  -0.862
C -0.325 0.287 -4.206  -0.349
C 0.147 1.229 -3.305  -0.771
C 0.018 2.582 -3.574  -0.125
C -0.587 2.989 -4.755  -0.810
S 0.889 0.681 -1.778  1.528
O 1.578 1.831 -1.242  -0.742
O 1.690 -0.480 -2.108  -0.812
N -0.366 0.184 -0.930  -0.151
C -1.413 1.206 -0.764  -0.256
C -2.410 0.802 0.330  0.202
O -3.585 1.130 0.208  -0.807
O -1.911 0.169 1.333  -0.641
H -1.752 1.727 -7.688  0.349
H -1.281 3.397 -7.349  0.366
H -2.805 2.768 -6.731  0.275
H -1.296 -0.032 -6.087  0.318
H -0.215 -0.765 -3.974  0.427
H 0.400 3.296 -2.857  0.510
H -0.688 4.048 -4.967  0.341
H -1.979 1.341 -1.688  0.472
H -0.999 2.176 -0.460  0.206
F -0.363 4.571 0.895  -0.179
C 0.100 4.586 2.150  0.519
F -0.947 4.651 2.977  -0.251
F 0.827 5.692 2.301  -0.223
S 1.106 3.049 2.445  1.269
O 0.313 2.052 1.776  -0.705
O 2.417 3.382 1.988  -0.749
N 0.986 2.733 3.992  -0.506
S 1.791 3.501 5.117  1.046
O 1.349 3.009 6.391  -0.708
O 1.898 4.919 4.916  -0.651
C 3.545 2.879 4.998  0.614
F 4.086 2.880 6.230  -0.261
F 3.590 1.638 4.529  -0.182
F 4.297 3.664 4.232  -0.220
C 1.151 -4.187 1.557  -1.259
Si -0.318 -3.136 0.991  0.069
C -1.767 -3.594 2.124  -1.310
C -0.766 -3.756 -0.746  0.243
C -1.820 -4.639 -0.986  -0.142
C -2.112 -5.094 -2.268  -0.548
C -1.347 -4.669 -3.344  -0.472
C -0.298 -3.783 -3.129  -0.597
C -0.017 -3.329 -1.848  -0.095
H 0.929 -5.255 1.470  0.347
H 1.412 -3.967 2.595  0.291
H 2.034 -3.966 0.955  0.310
H -2.004 -4.663 2.093  0.342
H -2.660 -3.024 1.861  0.347
H -1.511 -3.346 3.159  0.269
H -2.437 -4.976 -0.161  0.217
H -2.941 -5.774 -2.425  0.361
H -1.573 -5.016 -4.346  0.346
H 0.297 -3.428 -3.963  0.445
H 0.778 -2.603 -1.716  0.259